Entry 1:
Entry from OMol25: a structure of composition C42H101LiN9O13 at a distorted geometry (the ωB97M-V functional and the def2-TZVPD basis).

Geometry as XYZ:
```
166
Properties=species:S:1:pos:R:3:mulliken_charge:R:1
O -1.2361 -0.1714 1.7900 0.884
H 1.2301 -0.1019 9.0433 0.248
H -2.4051 2.8937 -3.3325 0.537
H 0.3191 2.7021 0.8670 -0.969
H -3.1643 -6.5099 2.8552 0.385
O 1.6950 -5.3969 -2.7331 -0.832
C -4.5968 -1.0284 -1.4647 0.957
H 3.9345 4.8862 -1.2799 0.110
H -2.9266 -1.3908 -7.1067 0.387
C -2.9253 2.2652 -0.6053 0.082
H -4.0506 -0.6122 -0.6182 -1.023
H -4.4921 5.0650 -0.3273 0.303
H 6.4718 -1.4951 0.5150 0.459
H 4.4252 1.4504 -0.1699 0.795
H -4.3352 -0.4507 -2.3513 0.084
C 1.2597 2.3473 3.2237 -1.497
H -6.1847 1.1509 -1.2669 0.325
C -3.9918 -2.4228 -5.4582 -1.148
C 5.4190 -3.0722 -0.4887 -0.347
H -4.5341 -1.5043 -5.2340 0.326
C 5.4699 -1.6620 0.1195 0.267
C 0.9056 -2.5301 2.9449 -0.630
H -1.3214 -3.1433 -7.1755 0.351
C 1.7684 -1.4495 -1.1786 0.759
H 4.1684 4.0847 0.3554 0.521
H -0.7065 1.5533 8.0558 0.392
N -1.4803 0.3722 -1.3150 2.687
O 1.7487 -0.3683 -0.6108 0.547
H -3.5056 -4.9402 2.2335 0.237
H 4.4499 -3.2403 -0.9585 -0.042
C -0.7749 0.8042 2.6673 -0.507
Li -0.1120 -0.0635 0.1504 0.396
H -1.7934 -3.2850 2.6628 0.107
N 5.2926 -0.6361 -0.8912 -0.444
C -2.4809 -0.7806 1.9943 -0.759
H -3.2485 1.0711 6.2392 0.362
C 0.6491 1.2679 2.3656 0.658
H 0.2524 -1.6588 2.8972 -0.594
O 5.7345 -3.9395 0.5844 -0.361
H 1.1996 1.0554 6.8316 0.274
C 4.1461 3.9701 -0.7283 -1.860
H -3.7943 -3.0881 -4.6176 0.012
H -5.4463 -3.3338 -0.0312 0.486
C -4.1246 -2.4593 -1.6640 0.014
C -2.2820 1.8403 -3.0811 -1.450
O -0.3832 -2.0782 -0.2646 0.250
H 1.6954 6.8508 0.6755 0.429
H -1.1536 -2.0763 -4.6015 0.184
O 3.5497 -3.2007 -3.8173 -0.863
C 0.7719 -3.8603 -1.3256 -1.369
H 0.8103 6.3953 2.0516 0.420
H 1.3264 -2.7130 1.9562 0.312
C 0.8537 -0.8606 5.8722 -1.157
H 5.8444 -0.8281 -1.7150 0.328
N 1.1424 -0.6773 8.2179 -0.688
O -5.9735 -0.9609 -1.2448 -0.495
C 4.4522 -1.4276 1.2707 -1.431
C 5.9211 -5.3094 0.1595 -0.787
H 0.1452 -4.6116 -0.8682 0.379
O -1.6917 -5.2574 3.2465 -0.508
H -1.1844 -0.0397 -2.1885 -0.258
H 0.5880 -5.6669 3.6545 0.361
H -0.7003 5.4623 -1.8711 0.386
H -2.5328 -1.1970 3.0003 0.438
H 1.0347 -1.3263 -4.9311 0.418
H 3.4006 -1.4703 0.9874 -0.005
H 1.2459 0.3608 2.4615 -0.057
C -6.4359 0.2831 -0.6571 -0.829
C 1.7535 -4.1469 -2.2618 -0.015
H 1.2630 0.0318 -6.1322 0.342
H 6.2045 -3.2427 -1.2250 0.538
C 0.5843 -0.4804 -5.4503 -0.361
H 2.6479 3.8958 -5.2972 0.318
O -1.2771 1.1694 6.0917 -0.026
H 0.1692 -1.7029 5.7719 0.373
N -0.7298 4.5430 0.7258 -0.306
H 1.4501 2.0329 4.2498 0.061
N -2.7123 -2.5428 -2.1125 0.212
C 2.6608 -1.8066 -2.3173 -0.892
H 0.5601 3.1740 3.3475 0.300
H -1.4538 1.6567 2.6911 0.739
H -2.2978 -6.0279 1.4210 0.287
H 1.8576 -2.2904 3.4185 0.429
H -1.0864 4.5711 1.6703 0.345
C -1.0397 -4.0710 2.7095 0.181
H -3.3525 -0.1459 1.8341 0.173
H -2.4276 2.1141 0.3526 0.188
H 6.7633 -5.4154 -0.5243 0.300
H -2.0275 -3.8996 -6.0028 0.281
H 0.9489 4.8615 -1.3758 -0.282
H -7.5068 0.2824 -0.4540 0.387
O -0.5094 -0.9764 -6.2196 -0.503
H -4.6915 -2.9832 -6.0782 0.544
H -3.6035 4.2875 1.0151 0.244
C 0.0887 -3.7084 3.5361 0.771
C -1.8374 1.7938 -1.5909 0.907
H -1.4221 1.6385 -3.7197 0.262
O 2.8853 3.3399 -3.3120 -0.270
C -0.1083 5.7310 0.1868 0.041
H -4.8769 3.4208 0.2899 0.253
H -4.2248 -4.3655 -0.5751 0.401
C 1.1474 6.0052 1.0912 -1.485
H 2.9335 1.0574 -0.3192 -1.070
H -2.6314 2.3695 5.1394 0.149
C -2.6948 -5.6566 2.3657 -0.718
C 3.1999 2.2856 -2.4306 -0.839
H 1.6568 -4.8453 2.7918 0.237
H 1.6631 1.8581 0.7797 -0.173
H -3.8415 1.6748 -0.6198 0.253
H 3.2549 2.2177 -5.1179 0.325
C -0.7397 0.7243 7.3489 -1.035
C -2.5111 1.8609 6.0959 -0.902
C -4.0828 4.1276 0.0492 -0.767
N 1.0781 -4.7846 3.6173 -0.872
H 4.1119 1.7195 -2.6204 0.402
H 5.1313 3.7223 -1.1233 0.478
O -3.1038 3.6058 -0.8206 -0.503
H 0.8711 6.6919 -3.7693 0.272
C -4.4112 -3.3109 -0.3718 -1.368
H -2.7358 2.5052 6.9460 0.371
H -1.4920 4.2350 0.1391 -0.117
H 4.3255 -0.6216 -1.1821 -0.798
H 5.0090 -5.6570 -0.3257 0.314
N 3.5037 1.8292 -0.0042 -0.281
H 2.2861 6.4389 -2.6536 0.121
H 2.2252 3.2347 -0.8556 -1.994
C -1.6024 -1.4177 -5.3451 0.320
N -2.2415 -3.3085 -6.7932 -0.837
H 1.8385 -1.2778 5.6617 0.599
C 2.6958 -3.0587 -2.8186 0.093
H -0.6714 -4.2865 1.7066 -0.146
H -2.4956 -1.6734 1.3692 -0.770
H 4.5968 -0.4632 1.7577 0.492
H 2.0677 -1.0314 8.0214 0.256
C 0.6762 0.1326 7.0819 0.455
C 1.3890 7.0197 -2.8680 -0.524
H 4.6102 -2.0867 2.1244 0.542
H -0.9473 2.3648 -1.3268 -0.724
H 6.0291 -5.9866 1.0067 0.273
H 0.3595 0.1715 -4.6061 -0.127
H 0.7389 -0.3182 4.9337 -0.146
H -3.1284 1.1831 -3.2806 -0.023
H -5.9555 0.5385 0.2874 0.217
H 1.5997 2.5558 -4.7346 0.167
H 3.3424 -1.0318 -2.6359 0.150
H 2.4581 1.4907 -2.5077 0.199
H -3.7359 -2.9569 0.4072 0.072
N 0.6866 1.7745 1.0237 1.631
C 0.5889 -2.4764 -0.8595 0.821
H 2.2103 2.6532 2.7867 0.293
H -4.6938 -2.7748 -2.5385 0.612
H -2.5203 -3.2832 -2.7720 0.440
H 1.8579 5.2055 1.3002 0.133
H -0.3123 -3.5386 4.5354 0.179
C -2.7322 -2.0349 -6.2492 0.087
C 0.1891 5.6351 -1.2650 0.317
H -2.1010 -0.5698 -4.8756 -0.249
H -2.2981 -0.1389 -1.0153 -1.570
H -0.6568 6.6678 0.2851 0.410
H 1.6828 8.0613 -2.9986 0.265
O 0.6146 6.9330 -1.7164 -0.468
H -1.3361 -0.1200 7.6946 0.384
H -0.7380 0.4143 3.6845 0.038
C 3.2280 2.8307 -0.9943 3.505
C 2.6014 2.9842 -4.7014 -0.735
H -2.0527 -2.6436 -1.3543 -0.805
```

Its frontier orbital gap is 5.51 eV. Its total charge is -1. Its HOMO energy is -4.07 eV.

Entry 2:
Entry from OMol25: a structure of composition C72H58AlFNO8 at a distorted geometry (the ωB97M-V functional and the def2-TZVPD basis).

Geometry as XYZ:
```
141
Properties=species:S:1:pos:R:3:mulliken_charge:R:1
H -4.0714 0.3544 -4.5880 0.436
C 1.2639 -5.3719 3.5889 0.051
H -0.1406 -0.3579 1.3780 -0.545
H -13.4894 6.7605 -0.0869 0.385
C 9.1090 -6.1477 1.6686 -0.502
H -2.2325 -0.7544 0.2117 0.322
O -9.1564 2.7341 1.1706 -0.683
C 6.2283 1.4697 -3.2753 0.175
C 2.6527 4.4569 -5.4581 -0.706
C -5.2767 5.4866 -0.3727 -0.676
H -1.2652 -0.3581 -1.7347 0.425
C 8.2512 2.7756 -3.3724 -0.558
H 4.4929 5.5609 -5.3731 0.463
C 7.1320 -4.7855 1.6220 0.140
C 6.8887 2.6501 -3.6187 0.225
H 2.6054 -8.3178 4.5883 0.482
H -1.0556 4.3112 -2.5489 0.226
N -2.1553 1.2514 3.4828 -0.727
C -1.7472 0.0462 2.7112 -0.258
C -1.8671 0.2700 0.2221 -0.448
C -7.6617 5.7348 -0.1824 0.316
H -11.6039 3.1048 1.1062 0.468
H 9.5771 -7.1148 1.7981 0.396
H -4.3100 -2.0553 -5.0729 0.354
H 1.2134 -1.4727 5.0108 0.530
C -11.3533 6.7249 -0.2131 -0.523
O 6.7135 4.8327 -4.4892 -0.683
C -4.2641 -0.3481 -3.7896 -0.357
C 1.4349 -8.0294 2.8131 -0.457
H -2.6559 -0.4565 2.3767 0.295
C 1.8079 -3.5148 5.2594 0.387
H -4.6869 2.1834 -2.9942 0.699
H -1.7319 2.5117 -4.9111 0.464
C 8.2780 0.5688 -2.4154 -0.479
C 7.7356 -6.0249 1.7925 -0.503
H -2.0289 1.0530 4.4679 0.241
C 3.0390 -2.0021 1.3597 -0.394
C -12.6856 4.8680 0.5354 -0.446
C 9.2908 -3.7922 1.2182 -0.544
C -0.9445 0.3778 1.4372 0.268
H -11.2732 7.7379 -0.5828 0.467
C 6.1475 3.7869 -4.2398 0.638
C -6.5968 3.6895 0.5303 -0.593
H 3.0373 -4.1133 1.7229 0.628
C -4.7193 -2.1323 -1.7259 -0.814
H 3.3430 0.0913 0.9949 0.531
H -4.3156 5.8804 -0.6586 0.553
C 3.8171 -0.8712 1.1344 -0.869
H -1.1448 3.4335 0.3345 0.200
H 0.2317 -7.4498 1.1308 0.415
H 10.0059 1.8347 -2.5832 0.399
C 7.2917 -2.3146 1.1944 0.606
C -0.7905 0.6670 -4.5230 -0.840
C -6.4221 6.2483 -0.5443 -0.775
C -4.3581 0.1655 -2.4844 0.091
H -13.6556 4.4356 0.7446 0.393
H -5.7169 -4.3635 -3.6312 0.272
F -2.6937 4.7645 -1.4267 -0.242
C 5.1992 -0.9763 1.0896 -0.591
C -12.5924 6.1742 0.0653 -0.484
H 8.8152 -0.2402 -1.9374 0.408
C -9.0664 3.8509 0.7027 0.539
H 7.1251 -6.8883 2.0181 0.494
C 6.9252 0.4359 -2.6669 -0.568
C 4.7778 1.2884 -3.5632 0.468
C -4.5944 -0.7688 -1.4718 -0.082
C 1.7171 -2.1849 5.6504 -0.549
H 3.5160 -4.7503 7.9114 0.489
H -4.6728 -0.4101 -0.4538 0.322
C -4.6055 -2.6271 -3.0251 1.042
C -0.6470 3.8636 -0.5358 -1.313
C -1.6132 3.8736 -1.7133 0.494
C 0.7220 -7.1210 2.0375 -0.632
H 2.1017 5.2608 -5.9285 0.416
O 4.2117 0.2607 -3.2563 -0.679
H 0.0925 -5.0810 1.8196 0.553
C 0.6403 -5.7936 2.4214 -0.465
C 2.0151 3.2546 -5.1703 -0.078
H 5.8090 -0.1005 0.9141 0.523
H 1.9606 -1.9202 1.3929 0.589
C 9.8862 -5.0324 1.3734 -0.521
C 5.0244 -3.3468 1.5050 0.485
C 1.1845 -3.9373 3.9759 0.687
O 7.9835 -1.3316 1.0171 -0.686
H -0.5269 1.3767 1.5428 0.415
C -4.7125 -4.1053 -3.2960 -1.452
H 2.1936 -0.7464 7.1604 0.427
H -4.8814 -2.8159 -0.9036 0.329
C -7.7507 4.4417 0.3471 0.058
C 2.0527 -7.6150 3.9805 -0.794
H -1.2249 -0.6647 3.3490 0.172
C 1.9623 -6.2878 4.3783 0.425
H 0.1409 3.1609 -0.8018 0.313
H 9.8898 -2.9202 0.9947 0.490
H -6.6684 2.6943 0.9472 0.510
C 5.8089 -2.2133 1.2687 0.188
C 2.6036 -5.8646 5.6549 0.511
H -0.2296 4.8457 -0.3127 0.453
C -10.2005 5.9729 -0.0229 0.147
H -6.3585 7.2427 -0.9640 0.456
H 8.7608 3.6884 -3.6485 0.466
C 8.9453 1.7358 -2.7747 -0.542
H 1.5048 -9.0646 2.5056 0.406
C 3.9929 4.6291 -5.1475 -0.544
H -0.9955 -0.3454 -4.1955 0.259
H -0.1254 0.7804 -1.0132 0.618
C -8.8750 6.5729 -0.3587 0.686
C -10.2929 4.6695 0.4644 0.172
H 10.9585 -5.1324 1.2667 0.399
O 0.6248 -3.1306 3.2627 -0.681
C -5.3648 4.2121 0.1725 -0.117
H -2.6957 0.9619 0.4024 -0.072
H -4.6504 1.8148 -1.2526 -0.141
O 4.9726 -5.6568 1.9755 -0.684
H 0.0808 0.8071 -5.1720 0.241
O -8.8044 7.7151 -0.7676 -0.684
C 2.2672 -1.7818 6.8550 -0.631
C 5.6473 -4.6788 1.7244 0.495
H -4.4657 3.6270 0.3084 0.401
C 2.9095 -2.7058 7.6734 -0.461
C 3.0136 -4.0296 7.2812 -0.642
C 7.9135 -3.6627 1.3460 0.167
C 4.7021 3.5990 -4.5430 0.135
C -4.3880 -1.7085 -4.0496 -0.831
C -4.1736 1.6212 -2.2157 -0.633
H 6.4025 -0.4703 -2.3920 0.540
H -3.1539 1.3799 3.3811 0.236
C 4.0541 2.3980 -4.2375 -0.123
H -4.4235 -4.6842 -2.4250 0.347
C -1.5246 1.7351 -4.1681 -0.282
Al -2.1490 1.9628 -2.2295 -1.078
H -4.0368 -4.3803 -4.1052 0.363
C -11.5389 4.1195 0.7382 -0.549
O 3.2150 -6.6576 6.3409 -0.702
H 0.9694 3.1169 -5.4169 0.334
C 3.6420 -3.2340 1.5457 -0.888
C 2.4681 -4.4390 6.0711 0.246
C 2.7155 2.2290 -4.5579 -0.276
H 2.2200 1.2954 -4.3282 0.551
C -1.1853 0.5534 -1.1390 -0.716
H 3.3316 -2.3896 8.6183 0.386
```

Its frontier orbital gap is 4.84 eV. Its total charge is -1. Its HOMO energy is -4.54 eV.